Here is a structure of composition C26H24AsF10N3O7Pb from the Open Molecules 2025 dataset. Energies are from ωB97M-V/def2-TZVPD.

Results
2S+1	2
energy	-5123.526283	hartree
total charge	-1

Geometry (Å):
Pb (-0.636, -0.483, 0.089)
C (-4.671, 1.536, -1.550)
N (-4.075, 0.539, -2.401)
C (-4.320, -0.836, -2.015)
C (-2.738, 0.775, -2.907)
C (-1.965, 1.970, -2.352)
N (-1.786, 1.931, -0.920)
C (-1.456, 3.047, -0.261)
C (-1.523, 2.985, 1.160)
F (-1.958, 1.869, 1.732)
C (-1.162, 4.055, 1.949)
F (-1.243, 3.943, 3.283)
C (-0.705, 5.233, 1.387)
C (-0.619, 5.318, 0.008)
F (-0.155, 6.448, -0.558)
C (-0.984, 4.270, -0.807)
F (-0.825, 4.410, -2.133)
H (-5.730, 1.303, -1.430)
H (-4.238, 1.601, -0.541)
H (-4.609, 2.520, -2.019)
H (-4.328, -1.480, -2.897)
H (-3.582, -1.236, -1.314)
H (-5.291, -0.913, -1.528)
H (-2.135, -0.127, -2.758)
H (-2.759, 0.949, -3.994)
H (-0.965, 1.921, -2.806)
H (-2.413, 2.915, -2.673)
H (-0.415, 6.065, 2.010)
C (3.602, -4.618, 3.984)
O (3.883, -3.309, 4.441)
C (3.283, -2.276, 3.794)
C (3.531, -1.002, 4.358)
C (2.955, 0.085, 3.778)
C (2.113, 0.002, 2.641)
C (1.527, 1.207, 2.123)
C (1.963, 2.551, 2.673)
O (0.654, 1.250, 1.239)
C (1.886, -1.290, 2.057)
O (1.203, -1.502, 0.993)
C (2.496, -2.415, 2.682)
H (4.112, -5.292, 4.667)
H (3.981, -4.770, 2.970)
H (2.529, -4.818, 4.001)
H (4.154, -0.925, 5.236)
H (3.138, 1.054, 4.223)
H (3.047, 2.661, 2.654)
H (1.630, 2.669, 3.705)
H (1.506, 3.327, 2.063)
H (2.293, -3.371, 2.227)
O (-0.770, -2.311, -1.813)
C (0.160, -2.638, -2.532)
C (1.303, -1.827, -2.919)
C (2.221, -2.436, -3.775)
C (3.313, -1.744, -4.237)
C (3.523, -0.407, -3.864)
C (2.638, 0.209, -3.030)
C (1.490, -0.465, -2.505)
O (0.700, 0.163, -1.731)
N (4.252, -2.397, -5.127)
O (5.213, -1.753, -5.513)
O (4.036, -3.553, -5.446)
H (0.154, -3.651, -2.974)
H (2.072, -3.462, -4.085)
H (4.391, 0.112, -4.245)
H (2.782, 1.236, -2.722)
F (-3.209, -0.881, 1.187)
As (-3.686, -2.135, 2.341)
F (-5.092, -1.209, 2.755)
F (-2.770, -1.293, 3.560)
F (-4.105, -3.379, 3.466)
F (-2.243, -3.001, 1.870)
F (-4.571, -2.927, 1.076)

Table of Mulliken atomic charges, one value per atom, all in e: number 1, Pb, carries 1.62; number 2, C, carries -0.97; number 3, N, carries 0.11; number 4, C, carries -0.87; number 5, C, carries -0.63; number 6, C, carries -1.53; number 7, N, carries 0.73; number 8, C, carries 0.41; number 9, C, carries 0.22; number 10, F, carries -0.31; number 11, C, carries -0.13; number 12, F, carries -0.36; number 13, C, carries -0.41; number 14, C, carries 0.18; number 15, F, carries -0.34; number 16, C, carries 0.57; number 17, F, carries -0.34; number 18, H, carries 0.40; number 19, H, carries 0.21; number 20, H, carries 0.30; number 21, H, carries 0.29; number 22, H, carries 0.22; number 23, H, carries 0.34; number 24, H, carries 0.24; number 25, H, carries 0.20; number 26, H, carries 0.50; number 27, H, carries 0.58; number 28, H, carries 0.50; number 29, C, carries -0.81; number 30, O, carries -0.46; number 31, C, carries 1.15; number 32, C, carries -1.04; number 33, C, carries -0.94; number 34, C, carries -0.02; number 35, C, carries 1.04; number 36, C, carries -1.74; number 37, O, carries -0.20; number 38, C, carries 0.02; number 39, O, carries -0.79; number 40, C, carries -0.40; number 41, H, carries 0.23; number 42, H, carries 0.32; number 43, H, carries 0.35; number 44, H, carries 0.42; number 45, H, carries 0.36; number 46, H, carries 0.49; number 47, H, carries 0.39; number 48, H, carries 0.21; number 49, H, carries 0.42; number 50, O, carries -0.48; number 51, C, carries -0.50; number 52, C, carries 1.08; number 53, C, carries -0.53; number 54, C, carries -0.51; number 55, C, carries -0.46; number 56, C, carries -0.69; number 57, C, carries -0.10; number 58, O, carries 0.08; number 59, N, carries 1.01; number 60, O, carries -0.65; number 61, O, carries -0.65; number 62, H, carries 0.23; number 63, H, carries 0.49; number 64, H, carries 0.48; number 65, H, carries 0.42; number 66, F, carries -0.61; number 67, As, carries 2.18; number 68, F, carries -0.51; number 69, F, carries -0.49; number 70, F, carries -0.50; number 71, F, carries -0.47; number 72, F, carries -0.52